Entry a
Density functional theory data (ωB97M-V/def2-TZVPD) for a molecular structure, C3H7NO3.

Structure (XYZ):
```
14
C3H7NO3 | OMol25 | ωB97M-V/def2-TZVPD
C -2.012 -0.545 -0.192
O -0.600 -0.502 -0.162
H -0.083 0.195 0.686
H -2.398 -1.222 0.578
H -2.337 -0.914 -1.168
H -2.449 0.450 -0.039
C 0.354 -0.758 -1.758
C 0.818 0.897 1.455
O 1.477 -0.462 -1.458
N 1.984 0.873 0.909
O -0.423 -1.134 -2.561
H 2.068 0.385 0.002
H 2.817 1.304 1.301
H 0.784 1.432 2.408
```

The calculation puts the gap between HOMO and LUMO at 0.3581 Ha. Its total charge is 0. The value obtained for the lowest unoccupied orbital energy is 0.3 eV.


Entry b
Density functional theory data (ωB97M-V/def2-TZVPD) for a molecular structure, C3H7NO3.

Structure (XYZ):
```
14
C3H7NO3 | OMol25 | ωB97M-V/def2-TZVPD
C 0.524 0.074 -0.226
C 0.146 1.288 -1.043
N 0.262 -1.175 -0.649
C -0.696 -0.001 1.219
O 1.772 0.227 0.384
O -1.326 -1.525 0.557
O -1.526 0.847 1.332
H 2.187 -0.645 0.420
H -1.033 -2.286 1.085
H -0.453 -1.198 -1.372
H -0.013 -0.372 1.996
H 0.295 2.185 -0.443
H 0.767 1.350 -1.938
H -0.905 1.231 -1.323
```

The calculation puts the gap between HOMO and LUMO (spin up / spin down) at 0.2798 / 0.2804 Ha. Its total charge is 0. The value obtained for the lowest unoccupied orbital energy (spin up / spin down) is -1.3 / -1.3 eV.


Entry c
Density functional theory data (ωB97M-V/def2-TZVPD) for a single C3H7NO3 molecule.

Structure (XYZ):
```
14
C3H7NO3 | OMol25 | ωB97M-V/def2-TZVPD
C 0.438 0.471 -0.389
C 0.660 -0.947 -0.759
C -0.583 0.335 0.822
H -0.034 1.013 -2.349
H -1.106 1.064 -1.123
H 1.320 0.861 0.052
H -1.485 0.096 0.467
H -0.691 1.324 1.034
H -0.839 -0.718 2.425
H 1.187 -1.253 0.967
N -0.193 1.261 -1.406
O 0.394 -1.330 -1.865
O -0.140 -0.360 1.911
O 1.073 -1.816 0.212
```

The SMILES is N[C@@H](CO)C(=O)O. The calculation puts the gap between HOMO and LUMO at 0.3848 Ha. Its total charge is 0. The value obtained for the lowest unoccupied orbital energy is 0.4 eV.


Entry d
Density functional theory data (ωB97M-V/def2-TZVPD) for a molecular structure, C3H7NO3.

Structure (XYZ):
```
14
C3H7NO3 | OMol25 | ωB97M-V/def2-TZVPD
C 0.230 -1.318 1.344
C 0.160 -0.933 -0.120
N 0.948 0.233 -0.529
H 1.580 0.617 0.162
H 0.340 -1.796 -0.774
H 0.036 -0.443 1.959
H -0.522 -2.073 1.554
H 1.217 -1.715 1.567
C -0.310 0.939 -0.655
O -0.515 1.861 0.331
O -0.536 1.537 -1.864
O -1.053 -0.265 -0.477
H -1.249 2.434 0.076
H -0.328 0.921 -2.576
```

The calculation puts the gap between HOMO and LUMO at 0.3966 Ha. Its total charge is 0. The value obtained for the lowest unoccupied orbital energy is 0.9 eV.


Which one sits at the top of the stability order? entry d does.


Entry a
Density functional theory data (ωB97M-V/def2-TZVPD) for 2 unconnected molecules or ions with the total composition C3H7NO3.

Structure (XYZ):
```
14
C3H7NO3 | OMol25 | ωB97M-V/def2-TZVPD
C 0.401 0.247 1.306
N -0.165 -0.554 0.368
C 0.698 -1.055 -0.680
C 1.408 0.067 -1.438
O 0.813 0.855 -2.119
O 1.602 0.334 1.481
H -0.292 0.866 1.896
H -1.164 -0.400 0.326
H 1.419 -1.754 -0.253
H 0.092 -1.597 -1.405
H 2.508 0.067 -1.376
H -3.858 -0.272 0.106
H -3.848 1.003 0.937
O -3.462 0.115 0.895
```

The SMILES is O=CCNC=O.O. The calculation puts the gap between HOMO and LUMO at 0.3677 Ha. Its total charge is 0. The value obtained for the lowest unoccupied orbital energy is 0.4 eV.


Entry b
Density functional theory data (ωB97M-V/def2-TZVPD) for 2 unconnected molecules or ions with the total composition C3H7NO3.

Structure (XYZ):
```
14
C3H7NO3 | OMol25 | ωB97M-V/def2-TZVPD
C 1.024 -0.311 -1.053
C 0.682 -0.528 0.408
C -0.535 1.468 1.175
H -0.876 -0.100 -2.168
H 1.809 -1.055 -1.279
H 1.265 0.820 -1.401
H 1.239 -0.158 1.224
H 0.306 -1.511 0.589
H -1.696 -1.383 0.924
H -1.445 2.238 1.067
N -0.577 0.228 0.640
O -0.088 -1.096 -1.711
O -1.803 -0.416 0.244
O 0.694 1.805 1.342
```

The calculation puts the gap between HOMO and LUMO at 0.3455 Ha. Its total charge is 0. The value obtained for the lowest unoccupied orbital energy is 0.2 eV.


Which one sits at the top of the stability order? entry a does.


Entry a
Density functional theory data (ωB97M-V/def2-TZVPD) for a gas-phase ion, C3H8NO2 (charge +1).

Structure (XYZ):
```
14
C3H8NO2 | OMol25 | ωB97M-V/def2-TZVPD
C 0.939 -1.583 0.773
C 0.084 -1.091 -0.015
C -0.039 0.484 -0.478
N -1.045 1.004 0.532
O 1.071 1.251 -0.150
O -0.485 0.713 -1.682
H 0.981 -2.637 1.054
H 1.498 -1.008 1.486
H -0.373 -1.801 -0.793
H -0.461 1.445 1.309
H -1.654 1.573 0.049
H -1.424 0.151 0.932
H 1.622 1.660 -0.951
H -0.716 -0.161 -2.064
```

The SMILES is C=CC([NH3+])(O)O. The calculation puts the gap between HOMO and LUMO at 0.4382 Ha. Its total charge is +1. The value obtained for the lowest unoccupied orbital energy is -3.4 eV.


Entry b
Density functional theory data (ωB97M-V/def2-TZVPD) for 2 unconnected molecules or ions with the total composition C3H8NO2.

Structure (XYZ):
```
14
C3H8NO2 | OMol25 | ωB97M-V/def2-TZVPD
O 1.901 -0.817 0.107
C 2.195 -0.739 1.311
O 2.388 0.442 2.001
H 2.604 -1.664 1.707
H 2.928 0.363 2.814
C -2.175 -0.178 -1.580
C -0.565 0.994 -0.028
N -0.850 0.068 -0.845
H -2.717 0.794 -1.556
H -2.790 -1.008 -0.986
H -1.821 -0.473 -2.566
H -1.404 1.467 0.562
H 0.452 1.359 0.144
H -0.145 -0.609 -1.084
```

The calculation puts the gap between HOMO and LUMO at 0.3588 Ha. Its total charge is +1. The value obtained for the lowest unoccupied orbital energy is -5.0 eV.


Which one sits at the top of the stability order? entry b does.


Entry a
Density functional theory data (ωB97M-V/def2-TZVPD) for a single C2HNO3 molecule.

Structure (XYZ):
```
7
C2HNO3 | OMol25 | ωB97M-V/def2-TZVPD
C 0.882 0.125 -0.868
C -0.186 -0.698 -0.682
N -0.734 -0.294 0.901
O -0.492 -1.199 1.625
O -1.212 0.785 1.024
O -0.079 0.773 -1.377
H 1.821 0.507 -0.622
```

The SMILES is O=[N+]([O-])C1=CO1. The calculation puts the gap between HOMO and LUMO (spin up / spin down) at 0.3291 / 0.3291 Ha. Its total charge is 0. The value obtained for the lowest unoccupied orbital energy (spin up / spin down) is -1.1 / -1.1 eV.


Entry b
Density functional theory data (ωB97M-V/def2-TZVPD) for a single C2HNO3 molecule.

Structure (XYZ):
```
7
C2HNO3 | OMol25 | ωB97M-V/def2-TZVPD
C 0.234 0.765 0.700
C 0.974 -0.715 -1.133
N 1.855 -0.376 -0.410
O 0.387 -1.249 -1.975
O 1.546 0.431 0.666
O -0.268 1.355 1.566
H -0.370 0.262 -0.213
```

The SMILES is O=C=NOC=O. The calculation puts the gap between HOMO and LUMO at 0.4017 Ha. Its total charge is 0. The value obtained for the lowest unoccupied orbital energy is 0.0 eV.


Entry c
Density functional theory data (ωB97M-V/def2-TZVPD) for 2 unconnected molecules or ions with the total composition C2HNO3.

Structure (XYZ):
```
7
C2HNO3 | OMol25 | ωB97M-V/def2-TZVPD
O -1.990 0.008 1.885
C -1.671 0.272 0.797
O -1.388 0.548 -0.302
C 1.441 -0.035 -1.156
N 1.127 -0.365 -0.097
O 0.811 -0.729 1.009
H 1.670 0.300 -2.137
```

The SMILES is C#[N+][O-].O=C=O. The calculation puts the gap between HOMO and LUMO at 0.4069 Ha. Its total charge is 0. The value obtained for the lowest unoccupied orbital energy is 0.7 eV.


Which one sits at the top of the stability order? entry c does.


Entry a
Density functional theory data (ωB97M-V/def2-TZVPD) for a molecular structure, C2HNO3.

Structure (XYZ):
```
7
C2HNO3 | OMol25 | ωB97M-V/def2-TZVPD
C -0.802 -0.304 0.010
C 0.097 0.848 -0.037
N 1.426 0.170 -0.106
O -0.226 -1.458 -0.074
O -0.121 2.013 -0.103
O 1.361 -1.002 -0.098
H -1.735 -0.267 0.408
```

The calculation puts the gap between HOMO and LUMO (spin up / spin down) at 0.2958 / 0.2883 Ha. Its total charge is 0. The value obtained for the lowest unoccupied orbital energy (spin up / spin down) is -1.3 / -1.1 eV.


Entry b
Density functional theory data (ωB97M-V/def2-TZVPD) for 2 unconnected molecules or ions with the total composition C2HNO3.

Structure (XYZ):
```
7
C2HNO3 | OMol25 | ωB97M-V/def2-TZVPD
C -1.892 0.448 0.812
C 1.900 -0.690 -0.903
N -2.992 0.189 0.645
O 2.986 -1.017 -0.794
O -0.667 0.733 1.029
O 0.808 -0.347 -1.003
H -0.142 0.685 0.214
```

The SMILES is O=C=O.N#CO. The calculation puts the gap between HOMO and LUMO at 0.4061 Ha. Its total charge is 0. The value obtained for the lowest unoccupied orbital energy is 0.0 eV.


Which one sits at the top of the stability order? entry b does.


Entry a
Density functional theory data (ωB97M-V/def2-TZVPD) for 2 unconnected molecules or ions with the total composition C5H14NP.

Structure (XYZ):
```
21
C5H14NP | OMol25 | ωB97M-V/def2-TZVPD
C -2.900 0.311 1.066
C 2.548 -0.983 0.834
C -0.389 1.437 -1.259
C 2.522 0.220 -0.163
C 1.639 -0.074 -1.398
N -3.926 -0.691 0.666
P -0.081 -0.109 -0.955
H -2.015 -0.398 1.320
H -2.757 0.932 0.165
H 2.845 -1.839 0.361
H 3.181 -0.875 1.720
H 1.623 -1.155 1.312
H 0.295 2.104 -1.665
H -1.334 1.897 -1.035
H -3.357 0.859 1.836
H 3.564 0.254 -0.448
H 2.195 1.084 0.423
H 1.848 0.649 -2.221
H 1.947 -1.048 -1.749
H -3.928 -1.369 1.409
H -3.521 -1.205 -0.221
```

The SMILES is C=PCCC.CN. The calculation puts the gap between HOMO and LUMO at 0.3506 Ha. Its total charge is 0. The value obtained for the lowest unoccupied orbital energy is 0.5 eV.


Entry b
Density functional theory data (ωB97M-V/def2-TZVPD) for 2 unconnected molecules or ions with the total composition C5H14NP.

Structure (XYZ):
```
21
C5H14NP | OMol25 | ωB97M-V/def2-TZVPD
C -3.628 0.941 1.278
C 2.691 1.275 -1.131
C 2.972 -0.765 0.837
C -2.542 0.750 0.262
C -1.775 -0.228 -0.037
N 0.783 0.589 0.920
P 1.618 -0.086 -0.361
H -4.409 0.221 1.363
H -3.182 1.036 2.274
H -4.077 1.945 1.195
H 2.870 0.889 -2.138
H 2.046 2.115 -1.375
H 3.762 1.483 -0.934
H 2.574 -1.329 1.654
H 3.563 -1.540 0.217
H 3.885 -0.075 0.997
H -2.315 1.807 -0.169
H 1.179 1.310 1.495
H -1.031 -0.360 -0.750
H -2.041 -1.132 0.408
H -0.172 0.798 0.799
```

The SMILES is CP(C)N.C=CC. The calculation puts the gap between HOMO and LUMO at 0.3695 Ha. Its total charge is 0. The value obtained for the lowest unoccupied orbital energy is 1.1 eV.


Entry c
Density functional theory data (ωB97M-V/def2-TZVPD) for 2 unconnected molecules or ions with the total composition C5H14NP.

Structure (XYZ):
```
21
C5H14NP | OMol25 | ωB97M-V/def2-TZVPD
C -3.048 -0.560 -0.758
C 2.188 -1.889 -0.137
C 1.082 2.675 0.989
C 1.902 -0.550 0.447
C 1.152 0.276 -0.589
N -3.769 0.331 0.187
P 0.623 2.032 -0.444
H -1.991 -0.205 -0.951
H -2.939 -1.541 -0.250
H 1.408 -2.664 -0.234
H 2.568 -1.759 -1.156
H 2.907 -2.415 0.539
H 1.496 2.220 1.875
H 0.949 3.687 1.247
H -3.602 -0.611 -1.578
H 2.852 -0.245 0.786
H 1.294 -0.518 1.397
H 1.851 0.242 -1.436
H 0.168 -0.322 -0.834
H -3.859 1.376 -0.169
H -3.233 0.440 1.068
```

The SMILES is C=PCCC.CN. The calculation puts the gap between HOMO and LUMO at 0.3601 Ha. Its total charge is 0. The value obtained for the lowest unoccupied orbital energy is 0.6 eV.


Which one sits at the top of the stability order? entry b does.


Entry a
Density functional theory data (ωB97M-V/def2-TZVPD) for a single C7H11N molecule.

Structure (XYZ):
```
19
C7H11N | OMol25 | ωB97M-V/def2-TZVPD
C -0.164 2.099 -2.312
C -0.394 0.677 -1.821
C -0.324 0.258 -0.386
C -0.607 0.908 0.830
N -0.179 0.058 1.847
C 0.334 -1.124 1.311
C 0.075 -1.018 -0.074
C 0.806 -2.260 2.130
H 0.134 2.059 -3.289
H -1.032 2.764 -1.998
H 0.666 2.396 -1.707
H 0.382 0.196 -2.401
H -1.468 0.528 -2.108
H -1.093 1.823 0.810
H -0.057 0.354 2.802
H 0.174 -1.888 -0.640
H 0.275 -2.383 3.049
H 0.594 -3.191 1.583
H 1.877 -2.255 2.372
```

The SMILES is CCc1c[nH]c(C)c1. The calculation puts the gap between HOMO and LUMO at 0.3174 Ha. Its total charge is 0. The value obtained for the lowest unoccupied orbital energy is 1.0 eV.


Entry b
Density functional theory data (ωB97M-V/def2-TZVPD) for a molecular structure, C7H11N.

Structure (XYZ):
```
19
C7H11N | OMol25 | ωB97M-V/def2-TZVPD
C 0.146 1.045 1.354
C -0.100 -1.367 1.006
N 0.054 -0.051 0.387
C 1.015 0.047 -0.736
C 0.084 0.481 -1.729
C 2.306 -0.295 -0.658
C -2.428 0.306 -0.961
C -1.110 0.375 -1.081
H 0.276 0.874 -2.715
H 1.047 0.948 1.968
H 0.175 1.986 0.807
H 0.710 -1.579 1.710
H -1.053 -1.389 1.537
H -0.732 1.029 2.001
H -0.109 -2.123 0.223
H 2.756 -0.584 0.282
H 2.933 -0.286 -1.537
H -3.023 -0.117 -1.760
H -2.948 0.699 -0.097
```

The calculation puts the gap between HOMO and LUMO at 0.2848 Ha. Its total charge is 0. The value obtained for the lowest unoccupied orbital energy is 0.9 eV.


Which one sits at the top of the stability order? entry a does.


Entry a
Density functional theory data (ωB97M-V/def2-TZVPD) for a molecular structure, C3H5N3O.

Structure (XYZ):
```
12
C3H5N3O | OMol25 | ωB97M-V/def2-TZVPD
C -0.870 -0.217 -0.192
C -0.343 1.032 -0.191
C 1.260 -0.322 -0.050
H -2.767 0.502 -0.061
H -2.408 -1.424 0.791
H -0.939 1.972 0.326
H 1.849 1.586 -0.721
H 2.675 -1.597 0.709
N -2.192 -0.704 -0.341
N 1.002 0.906 0.114
N 0.114 -1.095 -0.051
O 2.620 -0.640 -0.333
```

The calculation puts the gap between HOMO and LUMO at 0.2809 Ha. Its total charge is 0. The value obtained for the lowest unoccupied orbital energy is -0.6 eV.


Entry b
Density functional theory data (ωB97M-V/def2-TZVPD) for a single C3H5N3O molecule.

Structure (XYZ):
```
12
C3H5N3O | OMol25 | ωB97M-V/def2-TZVPD
N -1.953 -0.593 0.780
C -0.652 -0.280 0.475
N 0.477 -0.917 0.527
C 1.319 -0.106 -0.246
O 2.585 -0.487 -0.487
C 0.696 0.989 -0.732
N -0.615 0.921 -0.224
H -2.209 -1.553 0.980
H -2.419 -0.123 0.013
H 2.734 -1.283 0.039
H 0.958 1.727 -1.470
H -0.922 1.705 0.345
```

The SMILES is Nc1nc(O)c[nH]1. The calculation puts the gap between HOMO and LUMO at 0.3204 Ha. Its total charge is 0. The value obtained for the lowest unoccupied orbital energy is 0.9 eV.


Which one sits at the top of the stability order? entry b does.